20
Properties=species:S:1:pos:R:3:forces:R:3:lowdin_charge:R:1 method="wB97M-V/def2-TZVPD" energy_ev=-27835.080 smiles="CC1=CC=C(Cl)[Si]1(C)C" spin_multiplicity=1 homo_lumo_gap_ha=0.3173 homo_energy_ev=-8.02 e_above_lowest_kcal_mol=31.0 fmax_ev_per_a=4.34 lumo_ev=0.61
C 1.9399 1.5535 0.2850 0.220 -1.333 -1.092 -0.121
C 0.4942 1.0861 0.2548 0.090 -0.651 0.218 -0.327
C -0.5252 1.9662 0.2804 0.694 -0.405 -1.312 -0.178
C -1.9085 1.6110 0.1167 -2.263 0.244 1.111 -0.264
C -2.1827 0.3117 0.1297 2.649 -1.454 -0.605 -0.714
Cl -3.7359 -0.3228 -0.0896 -0.728 -0.404 0.023 0.586
Si -0.1095 -0.7458 -0.0240 -1.799 2.293 1.176 0.823
C 0.0735 -1.6111 -1.6625 -2.063 -0.120 -0.011 -0.177
C 0.4893 -1.9962 1.3019 -3.863 1.042 -1.691 -0.154
H 1.9746 2.5904 0.0544 -0.008 1.388 0.962 0.045
H 2.3641 1.2601 -0.7099 0.348 -0.752 0.996 0.076
H 2.5749 1.2191 1.1761 -0.888 0.542 -1.421 0.098
H -0.4174 2.9994 0.0688 0.974 1.216 0.666 0.094
H -2.7224 2.4302 0.1943 1.392 -1.436 -0.428 0.131
H 0.7093 -1.1987 -2.3811 0.941 1.133 -1.090 0.008
H 0.4858 -2.5551 -1.4635 0.767 -1.442 0.554 -0.003
H -0.8747 -1.8843 -2.1787 0.351 0.627 0.430 0.055
H 1.0580 -1.5357 2.0124 1.993 0.782 1.760 -0.010
H -0.4467 -2.2841 1.7829 -0.194 0.087 0.404 0.033
H 0.7593 -2.8939 0.8516 1.387 -1.358 -0.651 -0.001